Record 1
Entry from the Open Molecules 2025 dataset: one molecule with the formula H2N2 (ωB97M-V/def2-TZVPD).

Relative energy (zero: lowest compared OMol25 entry of this formula, charge and spin) in kcal per mole: 2.1
E_HOMO in eV: -9.7156
Frontier orbital gap in Ha: 0.39249
LUMO energy in eV: 1.0

ORCA input file:
```
! wB97M-V def2-TZVPD RIJCOSX def2/J DEFGRID3
* xyz 0 1
H -0.964 0.854 -0.026
N -0.603 -0.130 0.006
N 0.613 -0.114 -0.006
H 0.895 0.852 0.027
*
```

---

Record 2
Entry from the Open Molecules 2025 dataset: a 2-piece molecular cluster, C11H21N3O5S2 overall (ωB97M-V/def2-TZVPD).

E_HOMO in eV: -9.3550
Frontier orbital gap in Ha: 0.35721
LUMO energy in eV: 0.4

ORCA input file:
```
! wB97M-V def2-TZVPD RIJCOSX def2/J DEFGRID3
* xyz 0 1
C -5.345 1.341 -2.360
N -4.629 0.355 -1.555
C -3.479 0.582 -0.911
O -2.912 1.671 -0.967
C -2.841 -0.528 -0.044
C -1.487 -0.971 -0.618
S -0.552 -1.909 0.625
N -3.652 -1.717 0.285
C -4.227 -2.569 -0.564
C -4.908 -3.770 0.047
O -4.237 -2.417 -1.777
H -4.880 1.417 -3.344
H -6.387 1.042 -2.476
H -5.305 2.319 -1.876
H -4.951 -0.605 -1.580
H -2.621 -0.031 0.902
H -0.913 -0.088 -0.902
H -1.647 -1.582 -1.509
H 0.595 -1.986 -0.060
H -3.697 -1.963 1.260
H -4.176 -4.355 0.602
H -5.328 -4.381 -0.751
H -5.703 -3.441 0.712
C 7.193 0.524 0.686
C 5.852 0.081 1.283
S 5.000 -1.020 0.065
C 4.994 1.295 1.669
O 5.416 2.112 2.475
N 3.759 1.496 1.088
C 2.902 2.655 1.371
C 1.652 2.703 0.484
O 1.382 3.753 -0.069
O 0.894 1.587 0.364
H 7.033 1.109 -0.225
H 7.808 -0.346 0.439
H 7.744 1.142 1.403
H 6.041 -0.487 2.198
H 6.007 -1.854 -0.279
H 3.421 0.768 0.458
H 3.470 3.579 1.220
H 2.579 2.627 2.415
H 0.137 1.863 -0.181
*
```

---

Record 3
Entry from the Open Molecules 2025 dataset: C41H104F8FeN2O21S4 as an isolated structure (ωB97M-V/def2-TZVPD).

Relative energy (zero: lowest compared OMol25 entry of this formula, charge and spin) in kcal per mole: 36.1
E_HOMO (spin up / spin down) in eV: -9.4872 / -9.4872
Frontier orbital gap (spin up / spin down) in Ha: 0.30787 / 0.29310
LUMO energy (spin up / spin down) in eV: -1.1 / -1.5
<S²>: 6.0069

ORCA input file:
```
! wB97M-V def2-TZVPD RIJCOSX def2/J DEFGRID3
* xyz 0 5
Fe 16.061 1.963 27.678
N 15.303 2.109 25.886
S 14.801 3.114 24.800
O 13.464 3.009 24.229
O 15.834 3.718 23.952
F 14.575 4.284 25.954
S 15.018 0.858 24.693
O 15.822 0.804 23.489
O 13.655 0.333 24.702
F 15.707 -0.332 25.475
C 19.029 4.913 28.742
F 19.239 4.623 27.452
F 19.833 4.090 29.436
F 19.268 6.224 28.995
S 17.152 4.555 29.048
O 16.652 5.374 30.178
O 16.609 4.864 27.727
N 17.098 2.840 29.154
S 17.664 2.512 30.608
O 18.361 3.569 31.344
O 16.682 1.798 31.436
C 18.954 1.117 30.214
F 18.258 0.138 29.620
F 19.969 1.583 29.451
F 19.440 0.709 31.390
C 22.681 3.741 27.356
C 23.561 2.518 27.123
C 22.917 1.244 27.667
O 23.792 2.405 25.715
H 22.025 3.830 26.489
H 23.295 4.638 27.437
H 22.157 3.562 28.294
H 24.566 2.599 27.538
H 22.968 1.246 28.756
H 23.432 0.357 27.296
H 21.884 1.143 27.337
H 24.394 3.110 25.464
C 13.736 -1.660 28.188
C 14.497 -0.616 29.082
C 15.025 -1.202 30.366
O 15.608 -0.118 28.309
H 13.414 -1.316 27.205
H 12.850 -2.048 28.689
H 14.497 -2.401 27.942
H 13.756 0.145 29.328
H 15.778 -0.555 30.816
H 15.452 -2.198 30.253
H 14.181 -1.231 31.055
H 16.133 -0.881 28.055
C 15.753 9.759 24.966
C 16.471 8.483 24.611
C 16.327 7.300 25.562
O 15.970 8.013 23.378
H 15.981 10.033 25.996
H 14.675 9.607 24.912
H 15.932 10.617 24.319
H 17.539 8.699 24.586
H 16.783 6.426 25.097
H 15.315 7.000 25.833
H 16.827 7.429 26.521
H 15.051 7.766 23.501
C 25.010 6.467 29.401
C 23.819 6.991 30.159
C 22.579 6.187 29.858
O 24.060 6.636 31.513
H 24.808 6.093 28.397
H 25.570 5.653 29.861
H 25.711 7.298 29.318
H 23.684 8.068 30.059
H 22.701 5.110 29.967
H 22.171 6.272 28.851
H 21.817 6.508 30.569
H 23.669 5.769 31.639
C 17.617 3.825 35.686
C 17.144 2.456 35.243
C 18.172 1.529 34.675
O 16.657 1.880 36.464
H 16.751 4.355 36.084
H 17.968 4.392 34.824
H 18.457 3.781 36.379
H 16.339 2.684 34.545
H 17.734 0.687 34.138
H 18.815 1.106 35.446
H 18.653 2.143 33.914
H 15.942 2.383 36.862
C 21.025 8.159 33.285
C 20.500 6.799 33.895
C 19.809 5.847 32.910
O 21.611 6.063 34.331
H 21.717 7.926 32.475
H 21.561 8.698 34.066
H 20.145 8.674 32.900
H 19.831 6.991 34.735
H 18.866 6.353 32.702
H 19.631 4.833 33.267
H 20.290 5.809 31.933
H 21.955 6.410 35.158
C 20.427 9.133 27.811
C 21.617 8.573 27.030
C 21.140 7.310 26.240
O 22.112 9.600 26.153
H 20.641 10.139 28.174
H 20.042 8.556 28.651
H 19.591 9.247 27.121
H 22.441 8.310 27.694
H 20.433 7.502 25.432
H 20.755 6.525 26.891
H 21.985 6.830 25.746
H 21.426 9.761 25.501
C 23.083 2.176 31.367
C 22.212 3.027 32.288
C 21.749 2.163 33.514
O 22.873 4.229 32.686
H 23.906 1.778 31.960
H 23.473 2.802 30.565
H 22.507 1.315 31.025
H 21.329 3.389 31.760
H 21.366 2.906 34.213
H 22.546 1.599 33.999
H 20.952 1.472 33.240
H 22.272 4.838 33.122
C 14.450 6.065 32.866
C 13.898 7.472 32.698
C 13.062 7.827 33.944
O 14.965 8.376 32.535
H 13.689 5.286 32.923
H 15.138 5.829 33.677
H 15.044 5.908 31.965
H 13.293 7.453 31.791
H 13.765 7.765 34.775
H 12.296 7.065 34.088
H 12.554 8.790 33.898
H 15.451 8.332 33.362
C 12.208 0.402 35.041
C 13.077 0.644 33.819
C 14.405 -0.040 34.113
O 12.437 0.036 32.755
H 12.728 0.634 35.970
H 11.996 -0.658 35.176
H 11.297 0.999 35.091
H 13.203 1.712 33.643
H 14.196 -1.109 34.131
H 14.805 0.238 35.088
H 15.189 0.165 33.383
H 11.591 0.468 32.612
C 16.931 8.890 29.312
C 15.474 9.130 29.032
C 14.744 7.773 28.911
O 14.948 9.796 30.164
H 17.083 8.301 30.216
H 17.574 9.764 29.420
H 17.360 8.260 28.534
H 15.264 9.680 28.115
H 13.702 7.905 28.620
H 14.761 7.244 29.863
H 15.182 7.153 28.129
H 14.949 9.257 30.959
C 13.085 4.574 28.603
C 13.678 3.464 29.440
C 12.618 2.888 30.344
O 14.189 2.486 28.622
H 13.910 5.241 28.355
H 12.392 5.220 29.143
H 12.640 4.186 27.687
H 14.467 3.888 30.061
H 12.179 3.690 30.938
H 13.062 2.229 31.089
H 11.881 2.375 29.726
H 13.439 1.976 28.309
C 19.640 0.208 25.571
C 18.942 1.424 26.103
C 18.545 2.466 24.994
O 17.833 0.922 26.808
H 19.853 -0.608 26.261
H 20.555 0.635 25.160
H 19.093 -0.231 24.737
H 19.573 1.985 26.793
H 18.130 3.353 25.473
H 17.880 2.106 24.209
H 19.411 2.885 24.483
H 17.939 -0.028 26.715
*
```

---

What is the formula in the third record? C41H104F8FeN2O21S4